*1*
{"formula": "C60H155N11O19", "method": "the ωB97M-V functional and the def2-TZVPD basis", "species": ["C", "O", "C", "C", "C", "N", "H", "H", "H", "H", "H", "H", "H", "H", "H", "H", "H", "C", "O", "C", "C", "C", "N", "H", "H", "H", "H", "H", "H", "H", "H", "H", "H", "H", "C", "O", "C", "C", "C", "N", "H", "H", "H", "H", "H", "H", "H", "H", "H", "H", "H", "C", "O", "C", "C", "C", "N", "H", "H", "H", "H", "H", "H", "H", "H", "H", "H", "H", "C", "O", "C", "C", "N", "C", "C", "O", "C", "H", "H", "H", "H", "H", "H", "H", "H", "H", "H", "H", "H", "H", "H", "H", "C", "O", "C", "C", "N", "C", "C", "O", "C", "H", "H", "H", "H", "H", "H", "H", "H", "H", "H", "H", "H", "H", "H", "H", "C", "O", "C", "C", "N", "C", "C", "O", "C", "H", "H", "H", "H", "H", "H", "H", "H", "H", "H", "H", "H", "H", "H", "H", "C", "O", "C", "C", "N", "C", "C", "O", "C", "H", "H", "H", "H", "H", "H", "H", "H", "H", "H", "H", "H", "H", "H", "H", "C", "O", "C", "C", "N", "C", "C", "O", "C", "H", "H", "H", "H", "H", "H", "H", "H", "H", "H", "H", "H", "H", "H", "H", "C", "O", "C", "C", "N", "C", "C", "O", "C", "H", "H", "H", "H", "H", "H", "H", "H", "H", "H", "H", "H", "H", "H", "H", "C", "O", "C", "C", "N", "C", "C", "O", "C", "H", "H", "H", "H", "H", "H", "H", "H", "H", "H", "H", "H", "H", "H", "H", "C", "C", "O", "H", "H", "H", "H", "H", "H"], "xyz": [[5.928, -1.579, -0.184], [6.776, -1.942, 0.943], [6.929, -3.236, 1.237], [7.590, -3.356, 2.653], [7.768, -4.820, 3.015], [6.746, -2.701, 3.623], [4.988, -2.142, -0.257], [6.551, -1.812, -1.074], [5.848, -0.457, -0.196], [5.937, -3.774, 1.356], [7.538, -3.845, 0.508], [8.602, -2.959, 2.612], [8.423, -5.458, 2.440], [6.757, -5.317, 3.146], [8.210, -5.026, 3.989], [6.515, -1.770, 3.380], [7.096, -2.888, 4.521], [-0.355, -5.869, -2.093], [1.027, -5.643, -1.821], [1.837, -5.906, -2.941], [3.279, -5.536, -2.630], [3.781, -6.499, -1.478], [3.327, -4.059, -2.334], [-0.592, -6.947, -2.235], [-0.691, -5.225, -2.903], [-0.958, -5.505, -1.188], [1.769, -6.991, -3.199], [1.459, -5.256, -3.748], [3.755, -5.705, -3.598], [3.179, -6.208, -0.593], [4.807, -6.309, -1.237], [3.521, -7.562, -1.704], [4.318, -3.756, -2.244], [2.844, -3.831, -1.445], [0.656, 7.285, 2.475], [0.710, 6.451, 1.355], [0.110, 7.059, 0.260], [-0.291, 5.932, -0.669], [-0.569, 6.467, -2.091], [-1.545, 5.331, -0.161], [-0.363, 7.292, 2.921], [0.898, 8.370, 2.246], [1.315, 6.926, 3.259], [-0.752, 7.627, 0.585], [0.844, 7.709, -0.243], [0.524, 5.238, -0.650], [0.230, 7.026, -2.555], [-1.469, 7.110, -2.014], [-0.710, 5.589, -2.711], [-1.916, 4.708, -0.889], [-1.216, 4.679, 0.573], [-0.986, -0.855, -6.386], [0.367, -0.854, -5.931], [0.529, -1.496, -4.699], [2.084, -1.667, -4.459], [2.873, -0.398, -4.445], [2.561, -2.610, -5.428], [-1.586, -0.488, -5.583], [-1.456, -1.919, -6.556], [-0.957, -0.331, -7.312], [0.102, -0.907, -3.893], [-0.013, -2.415, -4.684], [2.085, -2.080, -3.399], [2.795, 0.019, -5.418], [3.898, -0.597, -4.124], [2.355, 0.272, -3.840], [2.943, -2.162, -6.260], [3.339, -3.114, -5.005], [-0.530, -0.213, -10.602], [-0.529, 0.648, -9.476], [0.024, 1.945, -9.655], [-0.491, 2.853, -8.559], [-0.195, 2.233, -7.222], [0.307, 3.155, -6.204], [0.439, 2.462, -4.862], [-0.872, 2.320, -4.275], [-0.755, 1.770, -2.956], [-0.690, -1.265, -10.266], [0.404, -0.235, -11.075], [-1.216, 0.133, -11.353], [-0.390, 2.311, -10.653], [1.131, 1.979, -9.668], [-1.566, 2.970, -8.744], [0.064, 3.766, -8.605], [-1.001, 1.717, -6.962], [-0.310, 4.069, -6.009], [1.284, 3.505, -6.451], [1.099, 3.057, -4.149], [0.893, 1.513, -5.080], [-0.068, 0.919, -2.841], [-1.834, 1.637, -2.639], [-0.387, 2.505, -2.227], [3.181, 2.187, -1.508], [4.026, 1.519, -0.568], [3.315, 1.554, 0.691], [4.012, 0.748, 1.837], [3.300, 1.006, 3.079], [4.051, 0.325, 4.123], [3.225, 0.239, 5.408], [2.133, -0.595, 5.082], [1.166, -0.788, 6.112], [3.738, 2.265, -2.431], [2.923, 3.180, -1.059], [2.278, 1.595, -1.727], [2.276, 1.170, 0.490], [3.348, 2.633, 1.021], [5.008, 1.088, 2.116], [3.972, -0.300, 1.620], [2.390, 0.604, 2.978], [4.905, 0.957, 4.429], [4.474, -0.681, 3.995], [2.970, 1.261, 5.790], [3.865, -0.278, 6.146], [1.164, -0.014, 6.846], [1.420, -1.752, 6.572], [0.228, -1.059, 5.639], [-4.322, 3.580, -2.101], [-4.685, 2.722, -3.193], [-4.516, 3.428, -4.380], [-4.660, 2.517, -5.562], [-6.014, 2.010, -5.694], [-6.294, 1.071, -6.792], [-6.094, 1.568, -8.181], [-4.766, 1.870, -8.530], [-3.923, 0.764, -8.847], [-4.629, 3.124, -1.170], [-4.921, 4.493, -2.161], [-3.253, 3.850, -2.076], [-3.554, 3.886, -4.320], [-5.309, 4.161, -4.505], [-3.908, 1.712, -5.546], [-4.508, 3.168, -6.469], [-6.308, 1.473, -4.890], [-7.303, 0.681, -6.722], [-5.549, 0.239, -6.700], [-6.689, 2.457, -8.328], [-6.432, 0.811, -8.871], [-4.312, -0.154, -8.405], [-2.931, 0.921, -8.478], [-3.917, 0.596, -9.946], [-7.586, -2.183, 3.713], [-6.299, -1.625, 3.618], [-5.890, -1.298, 2.295], [-4.442, -0.900, 2.270], [-4.127, 0.280, 3.012], [-4.255, 1.493, 2.233], [-4.045, 2.833, 3.033], [-4.887, 2.858, 4.163], [-5.438, 4.103, 4.592], [-7.623, -3.062, 3.072], [-8.314, -1.574, 3.146], [-7.712, -2.280, 4.763], [-6.331, -0.374, 1.947], [-6.034, -2.138, 1.503], [-4.211, -0.723, 1.255], [-3.781, -1.710, 2.586], [-4.697, 0.303, 3.875], [-5.304, 1.620, 1.894], [-3.617, 1.445, 1.331], [-4.205, 3.623, 2.306], [-3.018, 2.825, 3.209], [-6.212, 3.823, 5.293], [-5.668, 4.747, 3.788], [-4.635, 4.610, 5.169], [4.256, -4.919, 5.308], [3.006, -5.569, 5.310], [2.976, -6.767, 4.584], [1.571, -7.142, 4.215], [0.829, -6.015, 3.698], [-0.579, -6.184, 3.687], [-1.365, -4.945, 3.312], [-2.617, -5.442, 2.850], [-3.643, -4.525, 2.604], [4.855, -5.375, 6.156], [4.115, -3.867, 5.341], [4.886, -5.126, 4.428], [3.458, -7.635, 5.191], [3.609, -6.784, 3.698], [1.094, -7.548, 5.098], [1.553, -7.982, 3.529], [1.033, -5.238, 4.256], [-0.981, -6.581, 4.590], [-0.731, -6.928, 2.887], [-0.760, -4.301, 2.598], [-1.571, -4.394, 4.218], [-3.839, -3.867, 3.479], [-4.567, -5.094, 2.359], [-3.288, -3.795, 1.899], [3.278, 4.245, 4.203], [2.456, 5.236, 4.703], [2.538, 5.434, 6.101], [1.102, 5.790, 6.584], [0.168, 4.700, 6.683], [0.237, 3.690, 7.719], [-0.904, 2.700, 7.581], [-0.655, 1.852, 6.437], [-1.821, 1.335, 5.896], [4.334, 4.546, 4.119], [2.831, 3.899, 3.308], [3.286, 3.325, 4.892], [3.192, 6.350, 6.378], [2.938, 4.508, 6.578], [0.745, 6.514, 5.865], [1.165, 6.251, 7.558], [0.042, 4.318, 5.774], [0.114, 4.210, 8.678], [1.219, 3.143, 7.710], [-1.814, 3.217, 7.467], [-0.932, 1.949, 8.416], [-2.483, 0.933, 6.725], [-1.585, 0.669, 5.102], [-2.515, 2.142, 5.521], [0.334, 2.573, 2.503], [-0.949, 2.714, 1.804], [-1.052, 1.903, 0.620], [-1.113, 0.397, 0.916], [0.190, -0.344, 0.739], [-0.011, -1.755, 0.580], [1.334, -2.438, 0.791], [1.862, -2.176, 2.097], [3.057, -2.930, 2.371], [1.157, 2.662, 1.757], [0.361, 1.585, 3.031], [0.391, 3.322, 3.261], [-0.153, 2.010, -0.008], [-1.946, 2.251, 0.066], [-1.739, -0.081, 0.130], [-1.689, 0.223, 1.905], [0.795, -0.139, 1.565], [-0.344, -1.980, -0.414], [-0.686, -2.179, 1.344], [2.037, -1.964, 0.073], [1.287, -3.514, 0.587], [3.946, -2.642, 1.773], [2.894, -3.996, 2.307], [3.246, -2.732, 3.430], [-4.594, -2.308, -1.108], [-4.036, -1.361, -2.114], [-2.610, -1.583, -2.289], [-4.008, -2.216, -0.225], [-4.565, -3.316, -1.516], [-5.569, -2.037, -0.743], [-4.113, -0.244, -1.945], [-4.619, -1.516, -3.041], [-2.279, -0.694, -2.470]], "mulliken_charge": [-0.359, -0.397, -0.154, 0.293, -1.422, -0.306, 0.086, 0.459, 0.035, -0.118, 0.371, 0.177, 0.422, 0.077, 0.436, 0.215, 0.211, -0.767, -0.061, -0.797, 0.089, -1.209, -0.041, 0.296, 0.336, 0.116, 0.368, 0.326, 0.399, 0.200, 0.369, 0.373, 0.198, -0.140, -0.585, -0.163, -1.043, 1.535, -1.570, -0.673, 0.324, 0.335, -0.035, 0.454, 0.342, -0.242, 0.473, 0.362, 0.204, 0.007, 0.189, -0.251, -0.249, -0.618, 1.508, -1.254, -0.681, 0.201, 0.248, -0.163, -0.219, 0.699, -0.317, 0.339, 0.443, -0.156, 0.292, 0.310, -1.040, -0.069, -0.577, -0.759, 0.329, -1.347, 0.300, -0.183, 0.627, 0.227, 0.446, 0.342, 0.358, 0.307, 0.165, 0.521, -0.250, 0.395, 0.536, 0.344, -0.379, -0.246, -0.256, 0.075, -0.305, -0.547, 0.351, -0.408, 0.632, -0.261, -0.449, 0.038, -0.780, 0.481, 0.268, -0.151, -0.026, 0.158, 0.722, -0.428, -0.341, 0.563, -0.547, -0.214, 0.450, 0.249, 0.297, 0.131, -0.398, -0.334, -0.744, 0.171, -0.453, -0.528, -0.790, -0.335, -0.334, 0.175, 0.453, 0.027, 0.360, 0.390, -0.068, 0.254, 0.236, 0.462, 0.288, 0.366, 0.474, 0.401, -0.141, 0.224, -0.825, -0.311, -0.646, -0.119, 0.118, -0.012, -0.706, -0.275, -0.882, 0.294, 0.325, 0.276, 0.406, 0.311, -0.147, 0.020, 0.392, 0.490, -0.214, 0.641, -0.083, 0.263, 0.358, 0.265, -0.017, -0.344, -0.317, -0.995, 0.169, -0.995, 0.177, -0.380, -0.491, 0.378, -0.086, -0.105, 0.306, 0.254, 0.427, 0.390, 0.084, 0.361, 0.339, -0.182, 0.323, 0.352, 0.234, 0.167, 0.134, -0.132, -0.320, -1.088, -0.189, -0.325, -0.926, 0.106, -0.701, 0.376, -0.284, -0.165, 0.249, 0.363, 0.343, 0.506, 0.148, 0.388, 0.167, 0.487, 0.299, 0.383, 0.103, 0.166, 0.434, -0.315, -0.442, -0.024, 1.308, -0.627, -1.381, 0.403, 0.099, -0.348, -0.254, 0.288, 0.142, 0.348, -0.204, -0.046, -0.773, 0.666, -0.156, 0.143, 0.939, -0.415, 0.456, -0.307, -0.793, 0.213, -0.444, -0.231, 0.431, 0.394, 0.033, 0.375, -0.014], "smiles": "COC[C@H](C)N.COC[C@H](C)N.COC[C@H](C)N.COC[C@H](C)N.COCCNCCOC.COCCNCCOC.COCCNCCOC.COCCNCCOC.COCCNCCOC.COCCNCCOC.COCCNCCOC.CCO", "total_charge": 0}

*2*
{"formula": "C60H155N11O19", "method": "the ωB97M-V functional and the def2-TZVPD basis", "species": ["C", "O", "C", "C", "C", "N", "H", "H", "H", "H", "H", "H", "H", "H", "H", "H", "H", "C", "O", "C", "C", "C", "N", "H", "H", "H", "H", "H", "H", "H", "H", "H", "H", "H", "C", "O", "C", "C", "C", "N", "H", "H", "H", "H", "H", "H", "H", "H", "H", "H", "H", "C", "O", "C", "C", "C", "N", "H", "H", "H", "H", "H", "H", "H", "H", "H", "H", "H", "C", "O", "C", "C", "N", "C", "C", "O", "C", "H", "H", "H", "H", "H", "H", "H", "H", "H", "H", "H", "H", "H", "H", "H", "C", "O", "C", "C", "N", "C", "C", "O", "C", "H", "H", "H", "H", "H", "H", "H", "H", "H", "H", "H", "H", "H", "H", "H", "C", "O", "C", "C", "N", "C", "C", "O", "C", "H", "H", "H", "H", "H", "H", "H", "H", "H", "H", "H", "H", "H", "H", "H", "C", "O", "C", "C", "N", "C", "C", "O", "C", "H", "H", "H", "H", "H", "H", "H", "H", "H", "H", "H", "H", "H", "H", "H", "C", "O", "C", "C", "N", "C", "C", "O", "C", "H", "H", "H", "H", "H", "H", "H", "H", "H", "H", "H", "H", "H", "H", "H", "C", "O", "C", "C", "N", "C", "C", "O", "C", "H", "H", "H", "H", "H", "H", "H", "H", "H", "H", "H", "H", "H", "H", "H", "C", "O", "C", "C", "N", "C", "C", "O", "C", "H", "H", "H", "H", "H", "H", "H", "H", "H", "H", "H", "H", "H", "H", "H", "C", "C", "O", "H", "H", "H", "H", "H", "H"], "xyz": [[-19.657, -17.967, 21.370], [-20.848, -18.126, 20.639], [-20.656, -17.900, 19.257], [-21.962, -18.085, 18.533], [-23.092, -17.341, 19.223], [-22.265, -19.560, 18.380], [-19.202, -16.983, 21.209], [-18.953, -18.778, 21.134], [-19.862, -18.087, 22.435], [-20.384, -16.833, 19.155], [-19.785, -18.427, 18.847], [-21.881, -17.773, 17.490], [-23.153, -17.696, 20.250], [-24.048, -17.452, 18.711], [-22.895, -16.264, 19.219], [-23.202, -19.725, 18.752], [-21.740, -20.001, 19.141], [-10.562, -20.020, 13.561], [-11.541, -19.176, 14.112], [-12.068, -18.258, 13.209], [-13.064, -17.344, 13.894], [-14.203, -18.066, 14.601], [-13.551, -16.249, 13.036], [-11.034, -20.704, 12.843], [-10.082, -20.596, 14.346], [-9.807, -19.443, 13.011], [-11.282, -17.619, 12.771], [-12.600, -18.746, 12.369], [-12.478, -16.882, 14.712], [-14.905, -17.336, 15.008], [-13.797, -18.605, 15.459], [-14.725, -18.761, 13.942], [-13.788, -15.527, 13.710], [-12.774, -15.836, 12.526], [-16.554, -14.813, 13.124], [-17.408, -15.718, 13.726], [-17.769, -15.330, 15.044], [-19.107, -15.972, 15.416], [-19.542, -15.582, 16.810], [-18.955, -17.442, 15.385], [-16.140, -15.239, 12.207], [-15.666, -14.583, 13.730], [-16.947, -13.842, 12.785], [-16.989, -15.760, 15.689], [-17.820, -14.243, 15.171], [-19.815, -15.686, 14.633], [-19.593, -14.491, 16.918], [-18.773, -15.883, 17.519], [-20.553, -15.937, 16.985], [-18.409, -17.675, 14.556], [-18.322, -17.733, 16.129], [-14.432, -16.988, 23.293], [-14.950, -18.207, 22.825], [-13.930, -19.041, 22.305], [-13.293, -18.483, 21.048], [-14.236, -18.469, 19.847], [-12.082, -19.249, 20.691], [-14.219, -16.233, 22.524], [-13.482, -17.135, 23.820], [-15.198, -16.527, 23.915], [-13.125, -19.189, 23.044], [-14.338, -20.032, 22.104], [-13.028, -17.425, 21.138], [-14.470, -19.458, 19.434], [-13.806, -17.868, 19.046], [-15.230, -18.064, 20.057], [-12.034, -19.429, 19.695], [-11.262, -18.675, 20.858], [-27.603, -10.497, 22.161], [-26.460, -11.263, 22.418], [-25.478, -10.493, 23.072], [-24.304, -11.379, 23.425], [-23.145, -10.599, 23.836], [-22.050, -11.473, 24.232], [-21.429, -12.284, 23.100], [-22.155, -13.528, 23.010], [-21.810, -14.269, 21.870], [-28.141, -10.276, 23.094], [-28.336, -11.039, 21.559], [-27.376, -9.575, 21.613], [-25.890, -10.058, 23.992], [-25.096, -9.709, 22.412], [-24.105, -12.035, 22.562], [-24.529, -12.107, 24.209], [-22.848, -9.984, 23.084], [-22.339, -12.190, 25.004], [-21.299, -10.861, 24.740], [-20.442, -12.570, 23.513], [-21.340, -11.889, 22.087], [-21.723, -13.685, 20.947], [-22.621, -14.978, 21.686], [-20.900, -14.855, 22.052], [-12.377, -14.560, 28.894], [-12.351, -13.417, 28.042], [-12.548, -12.232, 28.755], [-14.023, -11.944, 29.008], [-14.217, -10.649, 29.579], [-15.574, -10.306, 29.968], [-16.590, -10.197, 28.828], [-17.024, -11.470, 28.409], [-17.961, -11.390, 27.347], [-11.744, -14.359, 29.759], [-12.011, -15.426, 28.348], [-13.417, -14.762, 29.162], [-12.182, -11.396, 28.141], [-11.957, -12.156, 29.677], [-14.410, -12.720, 29.678], [-14.559, -12.080, 28.058], [-13.744, -9.895, 29.104], [-15.533, -9.330, 30.453], [-15.943, -11.077, 30.649], [-16.131, -9.650, 27.988], [-17.417, -9.558, 29.179], [-17.737, -10.564, 26.663], [-18.962, -11.173, 27.746], [-17.981, -12.357, 26.853], [-10.505, -16.010, 24.103], [-10.916, -14.661, 24.011], [-11.193, -14.123, 25.302], [-11.634, -12.699, 25.107], [-10.686, -11.700, 24.572], [-9.665, -11.317, 25.598], [-8.255, -11.469, 25.082], [-7.959, -10.426, 24.189], [-6.965, -10.759, 23.252], [-11.265, -16.650, 24.554], [-9.497, -16.087, 24.521], [-10.377, -16.348, 23.067], [-10.260, -14.131, 25.885], [-11.963, -14.705, 25.813], [-12.084, -12.243, 25.986], [-12.452, -12.658, 24.374], [-10.153, -12.199, 23.861], [-9.817, -11.860, 26.533], [-9.810, -10.247, 25.776], [-8.122, -12.473, 24.654], [-7.589, -11.454, 25.961], [-6.271, -11.543, 23.548], [-6.443, -9.848, 22.949], [-7.429, -11.058, 22.295], [-18.627, -9.769, 23.515], [-19.459, -8.812, 22.932], [-19.580, -8.915, 21.532], [-20.349, -7.734, 21.043], [-21.708, -7.651, 21.584], [-22.360, -6.445, 21.070], [-23.589, -6.095, 21.849], [-23.204, -5.446, 23.029], [-24.266, -4.994, 23.817], [-18.305, -10.621, 22.899], [-19.028, -10.257, 24.404], [-17.655, -9.300, 23.727], [-20.040, -9.879, 21.268], [-18.602, -8.928, 21.025], [-20.433, -7.648, 19.956], [-19.789, -6.816, 21.299], [-21.606, -7.522, 22.590], [-22.652, -6.621, 20.025], [-21.683, -5.581, 20.994], [-24.231, -6.966, 22.011], [-24.253, -5.448, 21.247], [-24.906, -4.282, 23.269], [-23.841, -4.354, 24.593], [-24.870, -5.806, 24.226], [-15.592, -13.641, 24.629], [-15.721, -13.666, 23.232], [-16.881, -13.008, 22.758], [-17.061, -13.271, 21.274], [-17.166, -14.680, 21.000], [-17.418, -15.021, 19.610], [-16.372, -14.648, 18.572], [-15.822, -15.878, 18.087], [-14.677, -15.704, 17.289], [-14.653, -14.128, 24.890], [-16.377, -14.299, 25.028], [-15.618, -12.629, 25.042], [-16.661, -11.933, 22.829], [-17.765, -13.335, 23.316], [-16.252, -12.760, 20.726], [-18.026, -12.797, 21.053], [-16.421, -15.228, 21.410], [-18.343, -14.477, 19.369], [-17.710, -16.069, 19.571], [-15.553, -14.007, 18.914], [-16.838, -14.166, 17.700], [-14.051, -16.593, 17.213], [-14.041, -14.932, 17.741], [-14.993, -15.434, 16.273], [-12.086, -9.513, 17.986], [-13.438, -9.303, 17.702], [-14.261, -10.310, 18.211], [-14.179, -11.633, 17.444], [-14.066, -11.413, 16.001], [-13.525, -12.566, 15.327], [-13.465, -12.350, 13.840], [-12.956, -13.526, 13.225], [-12.444, -13.279, 11.954], [-11.935, -9.752, 19.045], [-11.480, -8.647, 17.726], [-11.661, -10.337, 17.388], [-15.294, -9.962, 18.169], [-14.049, -10.495, 19.273], [-15.102, -12.130, 17.741], [-13.252, -12.180, 17.683], [-13.467, -10.611, 15.839], [-14.207, -13.414, 15.470], [-12.558, -12.900, 15.739], [-12.829, -11.495, 13.574], [-14.454, -12.184, 13.397], [-11.877, -14.135, 11.589], [-11.754, -12.424, 11.943], [-13.223, -13.071, 11.206], [-23.639, -21.262, 25.316], [-23.505, -20.714, 26.606], [-23.207, -19.324, 26.620], [-21.742, -19.024, 26.860], [-21.026, -18.852, 25.596], [-19.762, -18.153, 25.704], [-18.660, -18.937, 26.406], [-17.789, -18.117, 27.145], [-16.958, -17.335, 26.303], [-24.560, -20.937, 24.816], [-23.683, -22.345, 25.423], [-22.788, -21.013, 24.673], [-23.873, -18.897, 27.374], [-23.523, -18.835, 25.685], [-21.303, -19.865, 27.396], [-21.719, -18.123, 27.495], [-21.622, -18.401, 24.917], [-19.848, -17.141, 26.149], [-19.489, -17.863, 24.680], [-18.096, -19.524, 25.671], [-19.123, -19.633, 27.104], [-16.728, -16.387, 26.786], [-17.425, -17.112, 25.338], [-16.044, -17.903, 26.091], [-19.596, -11.907, 15.798], [-18.777, -11.439, 16.997], [-17.379, -11.606, 16.851], [-19.697, -11.093, 15.080], [-20.588, -12.170, 16.178], [-19.219, -12.789, 15.288], [-19.130, -11.898, 17.923], [-18.997, -10.375, 17.166], [-17.075, -11.061, 16.117]], "mulliken_charge": [0.167, -0.401, -0.150, 0.518, -1.342, -0.827, -0.115, 0.438, -0.356, -0.131, 0.440, 0.068, 0.382, 0.412, 0.261, 0.295, 0.346, -0.779, -0.233, -0.880, 0.875, -0.842, -0.487, 0.317, 0.230, 0.305, 0.381, 0.375, 0.032, -0.098, 0.315, 0.409, -0.006, 0.231, -0.742, -0.457, 0.432, 0.037, 0.094, -0.774, 0.375, 0.096, 0.360, -0.316, -0.132, 0.416, -0.140, -0.449, 0.369, 0.394, 0.202, -0.066, -0.267, -1.042, 1.196, -1.466, -0.767, 0.157, 0.400, -0.368, 0.353, 0.329, 0.061, 0.392, 0.273, 0.289, 0.281, 0.257, -0.717, -0.321, -0.159, -0.577, -0.205, -1.435, 0.420, -0.420, -0.748, 0.298, 0.263, 0.273, 0.348, 0.122, 0.122, 0.366, 0.182, 0.484, 0.255, -0.068, 0.521, 0.334, 0.204, 0.368, -0.938, 0.090, -0.908, -0.003, -0.257, -0.917, -0.375, -0.330, -0.805, 0.382, 0.238, 0.310, 0.250, 0.464, 0.142, 0.052, 0.265, 0.437, 0.281, 0.297, 0.470, 0.285, 0.394, 0.282, -0.780, -0.407, -0.027, -0.766, -0.412, -0.312, -0.582, -0.330, -0.722, 0.293, 0.345, 0.234, 0.370, 0.356, 0.147, 0.141, 0.255, 0.140, 0.386, 0.399, 0.306, 0.337, 0.268, 0.260, -0.013, -0.426, 0.192, -1.211, -0.210, -0.842, -0.318, -0.299, -0.755, -0.233, -0.058, 0.481, -0.041, 0.427, 0.471, 0.414, 0.259, 0.400, 0.391, 0.096, 0.495, 0.304, 0.254, 0.277, -0.888, -0.203, -1.184, 0.006, 0.674, -2.020, 0.661, -0.181, 0.113, 0.044, 0.260, 0.542, 0.544, 0.317, -0.062, 0.394, 0.042, -0.020, 0.424, 0.752, -0.238, -0.020, 0.445, -0.511, -0.627, -0.457, -0.645, 0.379, -0.203, 0.163, -0.746, -0.122, -0.998, 0.311, 0.270, 0.205, 0.259, 0.394, -0.579, 0.542, 0.318, -0.511, 0.293, 0.561, 0.269, 0.289, 0.358, 0.354, -0.635, -0.376, -0.635, -0.502, -0.068, -0.103, -0.370, -0.470, -0.514, 0.276, 0.259, 0.255, 0.361, 0.353, 0.260, 0.346, 0.228, 0.281, -0.228, 0.227, 0.352, 0.248, 0.189, 0.340, -1.091, -0.243, -0.318, 0.439, 0.321, 0.170, 0.146, 0.443, 0.195], "smiles": "COC[C@H](C)N.COC[C@H](C)N.COC[C@H](C)N.COC[C@H](C)N.COCCNCCOC.COCCNCCOC.COCCNCCOC.COCCNCCOC.COCCNCCOC.COCCNCCOC.COCCNCCOC.CCO", "total_charge": 0}

The data favor *2*; the next most stable structure lies 0.0780 hartree above it.